{
  "formula": "C43H50Cl3Ge2N2O4S2SeSiTi",
  "method": "the ωB97M-V functional and the def2-TZVPD basis",
  "multiplicity": 2,
  "e_above_lowest_kcal_mol": 88.98,
  "gap_ev": [5.360, 7.078],
  "max_force_ha_per_bohr": 0.0525,
  "e_homo_ev": [-6.2, -7.9],
  "elements": ["Ti", "O", "S", "C", "C", "C", "C", "S", "O", "C", "C", "C", "C", "C", "C", "C", "C", "C", "C", "C", "C", "H", "H", "H", "H", "H", "H", "H", "H", "H", "H", "H", "H", "H", "H", "H", "H", "H", "H", "C", "C", "Ge", "C", "C", "C", "C", "Ge", "C", "C", "C", "C", "C", "C", "C", "C", "C", "C", "H", "H", "H", "H", "H", "H", "H", "H", "H", "H", "H", "H", "H", "H", "H", "H", "H", "H", "H", "H", "H", "H", "H", "H", "H", "H", "O", "C", "O", "C", "C", "C", "C", "C", "C", "C", "C", "C", "N", "H", "H", "H", "H", "H", "H", "Cl", "Si", "Cl", "Cl", "Se", "C", "N"],
  "coordinates": [[-0.07880, 0.33170, -0.17270], [-1.26820, 1.12410, -1.14460], [-1.90130, 2.46200, -1.71560], [-3.01140, 1.81180, -3.01740], [-2.22570, 0.88490, -3.93240], [-1.02410, 1.60750, -4.53910], [-0.04660, 0.67770, -5.22260], [0.94470, -0.28170, -3.93690], [0.67620, 0.37280, -2.63180], [2.54390, 0.39850, -4.44000], [3.22000, -0.11830, -5.53160], [4.43440, 0.44350, -5.89290], [4.98400, 1.46760, -5.13330], [4.31220, 1.95450, -4.02270], [3.07780, 1.42540, -3.68550], [-4.07210, 1.87570, 0.79190], [-4.09590, 0.54010, 0.15230], [-5.23370, -0.18590, 0.00180], [-6.47910, 0.32950, 0.38940], [-6.55120, 1.61730, 0.93750], [-5.43140, 2.35810, 1.14680], [-3.37010, 2.69490, -3.54220], [-3.84380, 1.30100, -2.53090], [-2.88130, 0.51160, -4.72250], [-1.88670, 0.02710, -3.33860], [-0.48890, 2.11860, -3.73380], [-1.37120, 2.37730, -5.23250], [0.66060, 1.23530, -5.83160], [-0.54090, -0.07490, -5.83620], [2.79830, -0.93730, -6.09850], [4.95500, 0.08140, -6.76790], [5.93500, 1.89550, -5.41490], [4.73650, 2.74910, -3.42810], [2.51300, 1.80250, -2.84490], [-3.14340, 0.12350, -0.14600], [-5.17130, -1.17950, -0.41460], [-7.37510, -0.25950, 0.26970], [-7.51480, 2.02010, 1.21780], [-5.50050, 3.34350, 1.58510], [0.14830, 4.71850, 1.69900], [-1.07140, 3.98950, 1.15700], [-1.11640, 1.96940, 1.57110], [-3.13380, 1.86330, 2.03030], [-3.46160, 0.67350, 2.91810], [-0.57170, 2.13800, 3.48020], [0.34050, 1.39880, 4.10480], [1.29310, -0.05660, 3.04790], [0.05750, -1.72120, 3.12530], [-0.08880, -2.44730, 4.45520], [3.19400, -0.54120, 3.61880], [3.88300, 0.51530, 4.46500], [0.55320, 1.42220, 5.54840], [0.24090, 2.55470, 6.30130], [0.28830, 2.51480, 7.68110], [0.64730, 1.34660, 8.33620], [1.01420, 0.23280, 7.59920], [0.98320, 0.28030, 6.21910], [0.05340, 5.79150, 1.54180], [1.05120, 4.39260, 1.19890], [0.26600, 4.53570, 2.76360], [-1.14650, 4.17440, 0.08440], [-1.96250, 4.42180, 1.61770], [-3.61650, 2.60890, 0.09420], [-3.34170, 2.78340, 2.59010], [-3.21130, -0.25530, 2.40940], [-4.52300, 0.65160, 3.16420], [-2.89180, 0.73740, 3.84190], [-1.16270, 2.84750, 4.05090], [0.44010, -2.43080, 2.38860], [-0.92530, -1.38800, 2.78290], [0.86610, -2.86060, 4.77930], [-0.78810, -3.27450, 4.33810], [-0.47780, -1.78960, 5.22870], [3.76420, -0.68450, 2.70250], [3.18450, -1.49650, 4.14130], [3.82150, 1.48690, 3.97720], [4.93380, 0.26360, 4.59450], [3.42530, 0.59690, 5.44770], [-0.03720, 3.46770, 5.79800], [0.03220, 3.39830, 8.24900], [0.65300, 1.30790, 9.41500], [1.31960, -0.67700, 8.09570], [1.28140, -0.58320, 5.64340], [-2.74840, -2.40830, -0.33250], [-1.60910, -1.97700, -0.33890], [-1.19120, -0.97200, 0.35310], [-0.55240, -2.64790, -1.17440], [-0.78700, -3.95030, -1.64490], [0.17050, -4.55130, -2.41470], [1.36800, -3.85470, -2.69580], [2.39910, -4.39800, -3.48510], [3.56250, -3.70340, -3.68570], [3.75290, -2.45350, -3.08620], [2.76190, -1.88800, -2.32590], [1.53400, -2.55790, -2.13330], [0.56180, -1.97020, -1.39500], [-1.71850, -4.42630, -1.37550], [0.03100, -5.55030, -2.80230], [2.25830, -5.38060, -3.91090], [4.35070, -4.13340, -4.28570], [4.69400, -1.93950, -3.20740], [2.91440, -0.93950, -1.82850], [3.66120, 3.79270, 1.07260], [2.66280, 1.95820, 1.29930], [4.08780, 0.77730, 0.26000], [1.37710, 2.17630, -0.48290], [3.07930, -2.88980, 0.75840], [2.08980, -1.51880, 0.74610], [1.41010, -0.53690, 0.86920]],
  "forces_ev_per_a": [[0.801, 0.174, -0.867], [-1.097, 0.117, -0.647], [-0.946, 1.457, -1.104], [0.563, -0.363, 0.661], [0.125, 0.125, -0.061], [0.010, -0.203, 0.213], [0.060, -0.135, 0.152], [0.223, 0.680, -1.435], [-0.056, 0.382, 0.319], [-0.072, -0.177, 0.089], [-0.082, 0.058, -0.086], [0.003, -0.062, -0.023], [0.030, 0.074, -0.008], [0.016, -0.064, -0.167], [-0.255, 0.044, 0.167], [0.331, 0.513, -0.052], [-0.040, -0.230, -0.331], [0.362, -0.031, -0.119], [-0.285, -0.224, -0.071], [0.041, 0.439, 0.307], [-0.276, -0.058, -0.055], [-0.044, 0.168, 0.017], [-0.051, 0.059, -0.076], [-0.015, -0.092, 0.007], [-0.073, 0.038, -0.139], [-0.051, 0.057, -0.202], [0.080, -0.040, -0.110], [0.056, -0.090, -0.015], [-0.004, -0.057, -0.038], [-0.008, -0.083, -0.070], [0.052, -0.067, -0.016], [0.079, -0.003, -0.021], [0.035, 0.061, 0.058], [0.072, -0.015, 0.091], [-0.206, -0.023, 0.045], [0.041, -0.138, -0.065], [-0.076, -0.050, -0.029], [-0.088, 0.040, 0.027], [-0.058, 0.131, 0.064], [-0.168, -0.167, -0.030], [0.267, -0.545, -0.314], [-1.315, 1.807, 1.512], [0.376, -0.503, -0.420], [0.222, 0.159, 0.074], [0.353, -0.560, -0.777], [0.304, -0.537, -1.132], [0.177, -0.889, 1.319], [0.379, 0.673, -0.274], [0.115, 0.275, -0.059], [-0.676, 0.372, -0.332], [-0.188, 0.013, -0.019], [0.087, 0.022, 0.490], [0.082, -0.056, 0.009], [-0.054, 0.047, 0.052], [0.055, -0.038, 0.080], [0.038, -0.039, 0.119], [-0.044, 0.164, -0.103], [0.053, 0.157, 0.024], [0.189, 0.061, -0.018], [0.132, 0.052, 0.177], [-0.052, -0.009, 0.077], [-0.184, -0.261, -0.018], [-0.271, -0.192, 0.194], [0.322, 0.064, -0.060], [0.000, -0.181, 0.055], [-0.133, -0.056, 0.040], [0.038, -0.144, 0.193], [-0.148, 0.080, 0.125], [-0.029, 0.121, -0.056], [0.106, 0.061, -0.042], [0.039, -0.026, 0.163], [-0.032, -0.075, 0.029], [-0.044, -0.055, 0.139], [-0.079, -0.103, -0.096], [-0.234, -0.155, -0.036], [0.085, 0.208, 0.050], [0.110, 0.038, 0.016], [0.048, 0.118, 0.070], [-0.045, 0.099, -0.051], [-0.004, 0.040, 0.047], [0.032, 0.014, 0.098], [0.027, -0.048, 0.065], [0.010, -0.165, 0.058], [0.788, 0.320, 0.056], [-1.506, -1.633, -0.448], [-0.766, -0.805, 0.964], [0.809, 0.111, -0.241], [0.027, -0.191, -0.177], [-0.078, 0.308, 0.167], [-0.258, 0.357, 0.247], [0.279, 0.029, -0.078], [-0.212, -0.477, -0.114], [-0.283, 0.417, 0.406], [0.348, -0.096, -0.021], [0.139, -0.494, -0.294], [-1.200, -0.522, 0.432], [-0.007, -0.027, -0.077], [-0.016, -0.086, -0.035], [0.011, -0.096, -0.077], [0.056, -0.046, -0.055], [0.075, 0.112, -0.032], [0.011, 0.086, -0.056], [0.042, 0.233, 0.219], [0.497, -0.158, 0.342], [0.558, -0.100, -0.037], [0.361, 1.040, -0.516], [0.546, -0.862, 0.143], [-0.408, 0.905, 0.618], [1.043, -0.578, 0.813]]
}